1.
Computed, not measured: a 15-piece molecular cluster, C78H183N9O18 overall in a non-equilibrium geometry, with the ωB97M-V functional and the def2-TZVPD basis.

Last column: Mulliken charge in e.
Element x y z (Å)
C: 2.36 2.78 3.99  1.49
C: 3.09 3.86 4.89  -2.12
N: 4.40 3.57 5.38  0.05
C: 4.48 2.36 6.31  -0.26
C: 3.54 2.40 7.48  -1.22
C: 5.38 3.33 4.26  -0.41
C: 5.36 4.53 3.27  -0.31
H: 2.79 2.73 2.98  0.09
H: 1.28 2.95 4.00  -0.25
H: 2.52 1.74 4.38  -0.53
H: 3.15 4.76 4.30  0.58
H: 2.41 4.06 5.72  0.50
H: 4.31 1.40 5.78  0.24
H: 5.48 2.45 6.80  0.47
H: 2.57 2.18 7.15  -0.06
H: 3.88 1.69 8.23  0.45
H: 3.63 3.37 7.90  0.45
H: 5.08 2.44 3.70  0.18
H: 6.34 3.13 4.70  0.57
H: 5.57 5.53 3.64  0.35
H: 4.38 4.65 2.76  -0.26
H: 6.03 4.35 2.45  -0.01
C: 0.74 -0.66 -3.34  -0.91
C: 1.09 0.24 -4.50  -1.69
N: 0.36 1.48 -4.60  0.25
C: 0.91 2.57 -3.80  1.71
C: 2.38 2.84 -4.24  -1.70
C: -1.11 1.44 -4.52  1.25
C: -1.74 0.41 -5.44  -1.61
H: -0.33 -0.72 -3.27  0.58
H: 0.96 -0.15 -2.38  0.29
H: 1.15 -1.66 -3.31  0.52
H: 2.17 0.41 -4.41  0.69
H: 0.88 -0.44 -5.34  0.19
H: 0.30 3.48 -4.10  -0.07
H: 0.78 2.46 -2.70  -0.61
H: 2.80 3.80 -4.06  0.02
H: 3.04 2.18 -3.69  0.41
H: 2.46 2.64 -5.31  0.44
H: -1.44 2.48 -4.77  0.01
H: -1.42 1.22 -3.50  -0.45
H: -2.80 0.76 -5.52  0.33
H: -1.70 -0.61 -5.04  -0.06
H: -1.31 0.53 -6.47  0.39
C: -0.32 6.69 3.72  -1.56
C: -0.79 5.43 2.93  1.92
N: -2.26 5.46 2.87  0.18
C: -2.86 6.61 2.07  -1.36
C: -2.50 6.59 0.56  0.15
C: -2.84 4.14 2.51  -0.67
C: -2.78 3.12 3.68  -0.53
H: 0.75 6.74 3.84  0.33
H: -0.79 6.49 4.67  0.47
H: -0.70 7.67 3.36  0.31
H: -0.35 5.37 1.90  -0.53
H: -0.50 4.53 3.45  -0.85
H: -3.94 6.55 2.28  0.45
H: -2.53 7.57 2.55  0.34
H: -3.03 5.72 0.12  -0.03
H: -2.88 7.51 0.12  0.47
H: -1.40 6.60 0.39  -0.13
H: -2.44 3.74 1.57  0.23
H: -3.90 4.40 2.23  0.54
H: -3.12 3.56 4.62  0.29
H: -1.76 2.72 3.72  -0.31
H: -3.40 2.24 3.40  0.22
C: -3.55 -8.30 1.48  -1.16
C: -3.16 -7.81 0.13  -0.19
N: -2.48 -6.52 0.09  1.10
C: -1.17 -6.46 0.79  0.56
C: -0.01 -7.25 0.14  -1.22
C: -2.50 -5.87 -1.22  -0.22
C: -2.43 -4.37 -1.03  0.41
H: -2.72 -8.39 2.15  0.30
H: -4.10 -9.28 1.44  0.39
H: -4.20 -7.56 1.96  0.15
H: -2.69 -8.67 -0.34  0.33
H: -4.14 -7.58 -0.39  0.12
H: -1.38 -6.81 1.82  0.41
H: -0.85 -5.42 0.85  -1.01
H: -0.09 -8.32 0.35  0.35
H: 0.96 -6.83 0.56  0.14
H: 0.00 -7.10 -0.90  0.22
H: -1.68 -6.26 -1.90  -0.16
H: -3.50 -6.16 -1.59  0.00
H: -1.52 -4.03 -0.55  -0.01
H: -2.48 -3.92 -2.04  -0.10
H: -3.26 -4.00 -0.45  -0.44
C: -2.08 -3.45 -8.02  -1.34
C: -1.66 -2.92 -6.64  -0.10
N: -2.38 -3.42 -5.49  0.88
C: -3.82 -3.29 -5.59  -1.06
C: -4.50 -3.26 -4.22  0.07
C: -1.99 -4.74 -5.00  0.04
C: -0.53 -4.91 -4.57  -1.60
H: -1.78 -4.53 -8.16  0.30
H: -1.45 -2.98 -8.83  0.42
H: -3.17 -3.45 -8.19  0.24
H: -0.58 -3.16 -6.47  0.40
H: -1.71 -1.84 -6.55  -0.10
H: -3.92 -2.24 -5.93  0.35
H: -4.35 -3.97 -6.29  0.28
H: -4.42 -2.26 -3.70  0.19
H: -5.56 -3.50 -4.31  0.34
H: -4.18 -4.00 -3.50  -0.54
H: -2.40 -5.52 -5.65  0.32
H: -2.60 -4.86 -4.14  -0.12
H: -0.38 -5.79 -4.01  0.55
H: -0.29 -4.04 -3.96  0.15
H: 0.13 -5.03 -5.45  0.41
C: -6.76 -5.50 -2.08  -1.78
C: -6.25 -4.49 -1.04  0.62
N: -7.36 -3.78 -0.30  0.11
C: -6.89 -3.05 0.86  -1.01
C: -5.98 -1.83 0.55  -0.50
C: -8.22 -3.04 -1.21  -0.14
C: -9.31 -2.16 -0.52  -1.54
H: -6.96 -5.04 -3.04  0.32
H: -7.67 -6.01 -1.73  0.48
H: -6.03 -6.33 -2.10  0.38
H: -5.61 -5.04 -0.32  -0.03
H: -5.61 -3.75 -1.50  -0.04
H: -7.82 -2.75 1.33  0.44
H: -6.36 -3.71 1.57  0.23
H: -5.44 -1.55 1.48  0.20
H: -5.25 -2.12 -0.15  0.08
H: -6.53 -1.00 0.22  0.52
H: -8.57 -3.78 -1.92  0.50
H: -7.62 -2.30 -1.84  0.14
H: -8.86 -1.38 0.04  0.34
H: -9.99 -2.76 0.05  0.35
H: -9.85 -1.63 -1.30  0.46
C: 0.28 1.48 0.37  0.29
C: 0.81 0.29 1.25  -1.69
N: 0.92 -0.96 0.50  0.96
C: 1.47 -2.07 1.31  0.08
C: 1.64 -3.40 0.53  0.54
C: -0.39 -1.27 -0.15  -0.52
C: -1.56 -1.57 0.74  -0.16
H: -0.84 1.51 0.37  -0.33
H: 0.68 1.47 -0.61  -0.53
H: 0.69 2.34 0.90  0.48
H: 1.80 0.52 1.61  1.30
H: 0.10 0.14 2.09  0.32
H: 2.48 -1.74 1.60  0.56
H: 0.84 -2.23 2.18  -0.63
H: 2.30 -3.11 -0.30  -0.29
H: 2.12 -4.13 1.12  0.13
H: 0.72 -3.86 0.05  -0.65
H: -0.15 -2.08 -0.84  0.37
H: -0.63 -0.41 -0.71  0.00
H: -1.34 -2.45 1.35  -0.23
H: -2.52 -1.67 0.24  0.27
H: -1.64 -0.73 1.54  -0.25
C: 2.24 8.92 -1.32  -1.07
C: 3.11 7.92 -0.58  -0.64
N: 3.57 6.83 -1.47  0.88
C: 4.64 7.21 -2.40  -0.53
C: 4.94 6.17 -3.41  -1.11
C: 3.79 5.55 -0.78  -0.32
C: 2.58 4.86 -0.17  -0.22
H: 2.63 9.14 -2.28  0.32
H: 2.16 9.83 -0.67  0.37
H: 1.24 8.47 -1.56  0.10
H: 3.98 8.38 -0.11  0.41
H: 2.56 7.53 0.29  0.30
H: 5.48 7.58 -1.84  0.44
H: 4.27 8.07 -2.95  0.31
H: 5.54 6.53 -4.22  0.51
H: 4.03 5.76 -3.83  0.14
H: 5.48 5.25 -3.02  0.06
H: 4.16 4.81 -1.49  -0.31
H: 4.56 5.67 -0.05  0.23
H: 2.80 3.98 0.39  0.15
H: 1.96 5.49 0.53  0.11
H: 1.89 4.63 -0.98  -0.18
C: 4.57 -7.31 -1.82  -1.55
C: 4.52 -6.06 -0.95  0.03
N: 5.30 -4.87 -1.30  0.23
C: 5.37 -3.95 -0.14  1.20
C: 6.67 -3.99 0.69  -1.54
C: 4.80 -4.24 -2.52  0.35
C: 5.94 -3.46 -3.19  -1.46
H: 4.05 -8.17 -1.36  0.38
H: 5.55 -7.66 -2.01  0.41
H: 4.04 -7.04 -2.76  0.31
H: 3.44 -5.72 -0.83  0.09
H: 4.80 -6.33 0.08  0.23
H: 5.17 -2.98 -0.55  -0.33
H: 4.59 -4.19 0.52  -0.41
H: 6.67 -4.95 1.20  0.23
H: 7.54 -3.88 0.08  0.41
H: 6.71 -3.20 1.51  0.30
H: 3.82 -3.63 -2.46  -0.28
H: 4.49 -5.06 -3.18  0.41
H: 5.63 -2.89 -4.04  0.41
H: 6.69 -4.24 -3.39  0.44
H: 6.52 -2.68 -2.57  0.18
C: -3.42 -0.73 6.11  -1.75
C: -3.09 -0.82 4.67  0.59
O: -3.30 -2.08 4.10  -0.22
C: -2.23 -2.89 3.90  0.56
O: -1.10 -2.51 4.13  -0.42
O: -2.55 -4.09 3.42  -0.15
C: -3.93 -4.44 3.35  -0.86
H: -2.75 -1.32 6.72  0.33
H: -4.40 -1.09 6.31  0.44
H: -3.36 0.30 6.48  0.33
H: -2.05 -0.55 4.53  -0.12
H: -3.83 -0.23 4.18  0.22
H: -4.42 -4.01 2.48  0.24
H: -4.43 -4.25 4.30  0.42
H: -3.97 -5.53 3.18  0.10
C: 5.43 -4.91 5.24  -1.15
C: 4.85 -5.80 4.15  0.18
O: 3.48 -5.46 4.05  -0.20
C: 2.77 -6.15 3.12  0.72
O: 3.22 -6.93 2.29  -0.64
O: 1.48 -5.80 3.22  -0.23
C: 0.90 -4.91 4.19  0.03
H: 6.45 -4.82 5.06  0.48
H: 5.24 -5.35 6.29  0.28
H: 5.04 -3.90 5.24  0.12
H: 4.91 -6.84 4.41  0.38
H: 5.42 -5.59 3.26  -0.13
H: -0.19 -5.13 4.20  -0.04
H: 0.99 -3.84 3.88  -0.14
H: 1.32 -5.07 5.23  0.30
C: -3.43 1.64 -1.08  0.90
C: -4.67 2.36 -1.57  -0.92
O: -4.43 3.56 -2.30  -0.33
C: -4.16 3.52 -3.60  0.91
O: -4.27 2.58 -4.31  -0.57
O: -3.75 4.75 -3.99  -0.35
C: -3.10 4.88 -5.29  -0.75
H: -3.65 0.79 -0.48  0.17
H: -3.00 2.38 -0.37  -0.47
H: -2.62 1.43 -1.87  -0.26
H: -5.31 2.65 -0.71  0.27
H: -5.26 1.83 -2.28  0.50
H: -3.39 3.99 -5.78  0.55
H: -2.08 5.08 -5.08  0.21
H: -3.57 5.73 -5.79  0.14
C: -1.24 4.97 -2.17  1.04
C: -0.69 6.31 -2.59  -0.43
O: -1.43 6.84 -3.68  -0.23
C: -2.21 7.91 -3.44  0.73
O: -2.50 8.53 -2.45  -0.56
O: -2.79 8.28 -4.60  -0.35
C: -3.40 9.55 -4.55  -0.72
H: -0.65 4.58 -1.32  0.08
H: -1.17 4.28 -2.96  -0.84
H: -2.28 5.04 -1.82  -0.04
H: 0.32 6.21 -2.92  0.29
H: -0.69 7.00 -1.75  0.20
H: -3.82 9.70 -5.56  0.23
H: -2.65 10.32 -4.42  0.32
H: -4.17 9.66 -3.78  0.29
C: 4.18 -0.16 -2.23  -0.52
C: 3.61 0.87 -1.31  1.82
O: 4.57 1.30 -0.29  -0.52
C: 5.38 2.23 -0.82  0.54
O: 5.43 2.55 -2.03  -0.60
O: 6.16 2.76 0.08  -0.29
C: 7.26 3.63 -0.42  -0.53
H: 3.46 -0.47 -3.02  -0.04
H: 4.31 -1.07 -1.69  -0.37
H: 5.09 0.22 -2.69  0.52
H: 2.78 0.54 -0.71  -0.53
H: 3.37 1.81 -1.80  -0.32
H: 8.03 2.99 -0.83  0.31
H: 7.57 4.22 0.47  0.22
H: 6.78 4.28 -1.12  0.17
C: 2.63 -1.92 5.58  -1.47
C: 1.52 -0.94 5.31  1.15
O: 1.17 0.00 6.38  -0.53
C: 0.27 0.94 6.00  0.75
O: -0.18 1.06 4.87  0.18
O: -0.14 1.62 7.04  -0.50
C: -1.17 2.58 6.83  -0.32
H: 3.61 -1.52 5.68  0.56
H: 2.63 -2.57 4.71  0.10
H: 2.50 -2.53 6.46  0.40
H: 0.70 -1.62 5.20  -0.06
H: 1.72 -0.33 4.48  -0.20
H: -2.10 2.12 6.52  -0.05
H: -0.86 3.23 6.05  0.09
H: -1.32 3.07 7.78  0.31

As for the maximum force: 2.73 eV/A. As for the relative energy (zero: lowest compared OMol25 entry of this formula, charge and spin): 5.7 kcal per mole. The calculation puts the LUMO energy at 0.5 eV. As for the frontier orbital gap: 8.51 eV. The value obtained for the calculated total energy is -134114.7952 eV. Its charge is 0.

2.
Computed, not measured: a 13-piece molecular cluster, C78H52O40 overall in a non-equilibrium geometry, with the ωB97M-V functional and the def2-TZVPD basis.

Last column: Mulliken charge in e.
Element x y z (Å)
C: 5.37 -2.13 0.82  -0.23
C: 5.34 -0.78 0.96  -0.16
C: 4.57 -0.11 2.08  0.73
O: 4.72 1.02 2.46  -0.47
C: 3.62 -1.08 2.63  -0.09
C: 3.64 -2.39 2.38  0.08
C: 4.58 -3.10 1.55  0.00
O: 4.72 -4.34 1.53  -0.71
O: 2.44 -3.07 2.83  -0.21
O: 6.21 0.04 0.29  -0.62
H: 5.96 -2.56 0.02  0.56
H: 2.78 -0.77 3.24  0.53
H: 2.61 -4.01 2.74  0.34
H: 6.16 0.98 0.47  0.38
C: -4.32 -1.27 -6.92  -1.11
C: -3.94 -2.32 -6.18  0.41
C: -2.93 -2.29 -5.10  0.32
O: -2.61 -3.23 -4.39  -0.39
C: -2.38 -1.00 -4.93  -0.48
C: -2.66 0.04 -5.72  0.35
C: -3.67 0.03 -6.82  0.98
O: -4.04 1.04 -7.49  -0.68
O: -2.05 1.24 -5.71  -0.62
O: -4.46 -3.56 -6.51  -0.55
H: -4.90 -1.41 -7.81  0.46
H: -1.59 -0.80 -4.22  0.59
H: -2.37 1.90 -6.32  0.39
H: -4.02 -4.23 -5.98  0.31
C: 4.12 -2.40 -4.28  -0.90
C: 4.13 -1.87 -3.04  0.22
C: 2.87 -1.46 -2.27  0.47
O: 2.96 -0.84 -1.19  0.20
C: 1.65 -1.93 -2.91  -0.27
C: 1.66 -2.37 -4.18  -0.09
C: 2.91 -2.75 -4.95  0.48
O: 2.94 -3.36 -6.02  -0.65
O: 0.57 -2.98 -4.63  -0.27
O: 5.26 -1.51 -2.37  -0.65
H: 5.04 -2.63 -4.79  0.50
H: 0.71 -1.74 -2.40  0.53
H: 0.84 -3.66 -5.25  0.30
H: 5.08 -1.01 -1.58  0.11
C: -0.78 0.18 -0.81  -0.65
C: -1.13 -1.10 -0.55  -1.08
C: -0.64 -1.84 0.63  1.10
O: -0.91 -2.99 0.76  -0.56
C: 0.10 -0.99 1.58  -0.27
C: 0.45 0.25 1.20  0.65
C: 0.06 0.99 -0.03  0.77
O: 0.44 2.08 -0.48  -0.69
O: 1.23 1.08 2.07  0.83
O: -1.73 -1.85 -1.46  -0.43
H: -1.02 0.53 -1.80  0.45
H: 0.47 -1.40 2.51  0.44
H: 1.31 1.97 1.73  -0.60
H: -1.61 -2.78 -1.25  0.17
C: -3.83 4.06 -4.31  -1.08
C: -3.84 3.15 -3.32  0.48
C: -4.81 2.05 -3.13  1.12
O: -4.94 1.28 -2.15  -0.70
C: -5.71 2.02 -4.31  -1.00
C: -5.75 2.94 -5.32  0.27
C: -4.80 4.03 -5.42  0.84
O: -4.93 4.93 -6.25  -0.61
O: -6.67 2.73 -6.29  -0.54
O: -2.97 3.11 -2.36  -0.10
H: -3.07 4.81 -4.46  0.47
H: -6.43 1.21 -4.30  0.49
H: -6.72 3.41 -6.97  0.34
H: -3.20 2.38 -1.78  0.03
C: -0.78 6.63 2.06  -1.07
C: -0.50 7.94 1.74  0.42
C: -0.05 8.36 0.40  0.86
O: 0.21 9.48 0.07  -0.61
C: -0.03 7.29 -0.53  -0.91
C: -0.08 5.96 -0.15  0.62
C: -0.60 5.49 1.20  0.60
O: -0.61 4.35 1.75  -0.29
O: 0.09 4.92 -1.02  -0.36
O: -0.66 8.93 2.64  -0.56
H: -1.10 6.50 3.08  0.43
H: 0.01 7.60 -1.56  0.49
H: -0.09 4.18 -0.44  0.03
H: -0.38 9.74 2.19  0.33
C: -3.27 1.00 2.35  -0.42
C: -3.90 0.48 3.45  0.11
C: -5.37 0.36 3.68  0.82
O: -5.88 -0.21 4.69  -0.65
C: -6.18 0.82 2.52  -0.75
C: -5.60 1.37 1.45  0.23
C: -4.05 1.48 1.25  -0.12
O: -3.40 1.90 0.25  -0.18
O: -6.35 1.74 0.40  -0.57
O: -3.30 0.05 4.58  -0.40
H: -2.20 0.98 2.25  0.71
H: -7.25 0.71 2.47  0.47
H: -5.77 1.95 -0.34  0.30
H: -3.89 -0.43 5.17  0.40
C: 5.46 4.73 -0.64  -0.66
C: 4.79 5.29 -1.65  -0.40
C: 3.64 4.65 -2.31  0.04
O: 3.06 5.25 -3.21  -0.59
C: 3.22 3.49 -1.77  -0.14
C: 3.97 2.84 -0.84  0.02
C: 5.12 3.38 -0.15  0.73
O: 5.81 2.73 0.69  -0.78
H: 6.18 5.30 -0.07  0.51
H: 5.04 6.32 -1.88  0.43
H: 2.32 2.96 -2.07  0.39
H: 3.44 2.03 -0.38  0.32
C: -3.46 -7.45 -3.34  -0.43
C: -3.20 -7.99 -2.09  -0.43
C: -2.97 -7.25 -0.86  0.01
O: -2.83 -7.80 0.26  -0.58
C: -3.02 -5.82 -1.11  -0.11
C: -3.42 -5.37 -2.31  -0.14
C: -3.66 -6.06 -3.51  0.47
O: -4.27 -5.53 -4.48  -0.69
H: -3.45 -8.04 -4.24  0.48
H: -3.21 -9.06 -1.98  0.41
H: -2.75 -5.18 -0.28  0.54
H: -3.55 -4.30 -2.37  0.39
C: 0.47 -5.57 -0.95  0.20
C: 0.48 -6.71 -1.68  -0.22
C: 1.63 -7.14 -2.50  -0.32
O: 1.75 -8.03 -3.27  -0.53
C: 2.81 -6.25 -2.45  -0.29
C: 2.80 -5.13 -1.67  -0.38
C: 1.61 -4.63 -0.92  0.04
O: 1.62 -3.60 -0.22  0.22
H: -0.36 -5.17 -0.39  0.12
H: -0.36 -7.35 -1.90  0.37
H: 3.79 -6.44 -2.87  0.49
H: 3.67 -4.48 -1.66  0.44
C: 4.28 3.77 4.83  -0.73
C: 3.32 3.34 3.98  0.15
C: 2.72 4.21 2.98  0.38
O: 2.19 3.71 2.02  -0.08
C: 3.02 5.64 3.13  -0.62
C: 3.99 6.08 4.03  -0.62
C: 4.81 5.15 4.92  -0.22
O: 5.68 5.57 5.64  -0.56
H: 4.72 2.96 5.38  0.52
H: 2.94 2.33 3.89  0.56
H: 2.53 6.38 2.53  0.50
H: 4.28 7.11 4.16  0.45
C: 2.50 1.15 7.24  -0.50
C: 1.95 2.37 7.10  -0.78
C: 0.94 2.57 6.09  0.51
O: 0.62 3.65 5.64  -0.58
C: 0.42 1.25 5.50  -0.18
C: 1.07 0.11 5.72  0.26
C: 2.06 -0.11 6.71  0.13
O: 2.58 -1.16 6.98  -0.58
H: 3.20 1.02 8.05  0.44
H: 2.42 3.32 7.30  0.49
H: -0.39 1.48 4.83  0.46
H: 0.67 -0.80 5.29  0.41
C: -1.55 -4.21 3.64  -0.20
C: -2.00 -3.17 4.44  -0.30
C: -1.45 -2.97 5.76  0.18
O: -1.83 -2.17 6.61  -0.60
C: -0.12 -3.66 5.94  -0.22
C: 0.34 -4.56 5.08  0.04
C: -0.35 -5.04 4.00  0.11
O: -0.04 -6.14 3.64  -0.62
H: -1.96 -4.27 2.64  0.42
H: -2.74 -2.51 4.02  0.40
H: 0.55 -3.25 6.69  0.39
H: 1.34 -4.92 5.28  0.41

As for the maximum force: 5.78 eV/A. The calculation puts the LUMO energy at -2.7 eV. As for the frontier orbital gap: 6.74 eV. The value obtained for the calculated total energy is -163609.8028 eV. Its charge is 0.

- The lowest calculated total energy belongs to which entry?
  C78H52O40

- frontier orbital gap of number 2 (C78H52O40)?
  6.74 eV